DFT (ωB97M-V/def2-TZVPD) results for C13H16Cl3NO5S in the gas phase at a distorted geometry.

Geometry as XYZ:
```
39
Properties=species:S:1:pos:R:3
C 4.11 1.92 2.84
C 2.76 1.28 2.79
O 1.72 1.87 2.64
O 2.83 -0.05 2.93
C 1.62 -0.80 2.94
H 0.82 -0.18 3.35
C 1.25 -1.33 1.55
H 2.09 -1.14 0.87
H 1.10 -2.41 1.59
C -0.02 -0.71 0.96
N 0.20 0.68 0.56
S -1.17 1.42 0.05
O -0.98 2.83 0.04
O -2.32 0.87 0.69
O -1.14 0.92 -1.50
C -1.41 1.85 -2.51
C -2.91 1.87 -2.82
Cl -3.19 2.91 -4.22
Cl -3.80 2.47 -1.42
Cl -3.44 0.22 -3.20
H -0.85 1.53 -3.40
H -1.09 2.85 -2.19
H 0.64 1.25 1.29
C -0.49 -1.45 -0.27
C -1.76 -2.00 -0.31
C -2.20 -2.63 -1.46
C -1.38 -2.72 -2.57
C -0.11 -2.17 -2.53
C 0.33 -1.54 -1.38
H 1.31 -1.09 -1.36
H 0.53 -2.23 -3.40
H -1.74 -3.20 -3.47
H -3.20 -3.05 -1.49
H -2.41 -1.92 0.54
H -0.82 -0.75 1.72
H 1.83 -1.63 3.63
H 4.31 2.40 1.89
H 4.11 2.68 3.62
H 4.87 1.17 3.05
```

Total energy, eV: -73870.70101
LUMO level, eV: 0.6031
Multiplicity: 1
Structure (SMILES): CC(=O)OCC[C@@H](NS(=O)(=O)OCC(Cl)(Cl)Cl)c1ccccc1


DFT (ωB97M-V/def2-TZVPD) results for 2 unconnected molecules or ions with the total composition C13H16F3INO3S at a distorted geometry.

Geometry as XYZ:
```
38
Properties=species:S:1:pos:R:3
C -0.56 -2.58 0.89
C -0.13 -1.26 0.44
C -0.56 -0.60 -0.79
N 1.06 -0.75 0.87
O 1.36 0.42 0.50
O 1.77 -1.41 1.69
H -1.53 -2.56 1.42
H -0.67 -3.26 0.02
H 0.18 -3.00 1.58
H -1.53 -0.97 -1.14
H -0.65 0.47 -0.59
H 0.16 -0.74 -1.63
C -0.74 2.02 6.45
C -1.32 1.19 5.30
C -2.59 0.55 5.84
C -1.55 1.88 3.99
C -2.12 1.23 2.89
I -3.51 -0.38 2.95
C -1.79 1.65 1.60
C -0.82 2.66 1.44
C -0.63 3.53 2.52
C -1.08 3.18 3.78
O -0.32 0.17 5.14
S 0.18 -0.61 3.69
C 1.12 -1.85 4.68
F 0.77 -3.10 4.22
F 2.48 -1.69 4.56
F 0.83 -1.80 6.01
H -1.44 2.81 6.76
H -0.57 1.36 7.31
H 0.23 2.45 6.17
H -3.48 1.14 5.57
H -2.71 -0.47 5.48
H -2.51 0.47 6.94
H -2.28 1.17 0.73
H -0.26 2.78 0.52
H -0.13 4.50 2.40
H -1.01 3.89 4.63
```

Total energy, eV: -48457.79233
LUMO level, eV: 2.3422
Charge: -1
Multiplicity: 1